Computed, not measured: C4H6N2S in the gas phase in a non-equilibrium geometry, with wB97M-V/def2-TZVPD.

Its energy above the lowest of the compared OMol25 structures with the same formula, charge and spin is 114.4 kcal per mole. For the energy, the calculation gives -18056.011 eV.

ORCA input file:
```
! wB97M-V def2-TZVPD RIJCOSX def2/J DEFGRID3
* xyz 0 1
S -2.439 -0.350 0.169
N 1.432 -1.693 0.101
N 1.046 1.812 0.168
C -1.101 -1.518 0.124
C -1.425 1.164 -0.065
C 0.159 -1.181 0.364
C -0.155 1.136 0.069
H 1.722 1.325 -0.420
H 1.481 -2.122 -0.815
H 2.085 -0.959 0.316
H -1.582 -2.455 -0.243
H 0.875 2.822 0.210
H -2.098 2.018 0.022
*
```

Computed, not measured: C9H11PS in the gas phase in a non-equilibrium geometry, with wB97M-V/def2-TZVPD.

Its energy above the lowest of the compared OMol25 structures with the same formula, charge and spin is 88.8 kcal per mole. For the energy, the calculation gives -29631.378 eV.

ORCA input file:
```
! wB97M-V def2-TZVPD RIJCOSX def2/J DEFGRID3
* xyz 0 1
S -0.050 -2.709 0.449
P 0.985 -0.779 0.508
C 0.493 0.579 2.974
C 0.314 -0.572 -3.015
C -0.027 1.771 2.192
C 0.959 -0.471 2.329
C -0.614 0.256 0.382
C -0.001 0.639 -2.122
C 0.582 -1.667 -3.367
C -1.107 0.280 -1.111
C -0.477 1.594 0.965
H 0.956 0.848 -1.578
H -1.363 -0.737 -1.414
H 1.094 -1.387 2.827
H 0.788 -3.111 -0.510
H 0.530 -2.632 -3.881
H -1.154 -0.367 1.013
H 0.127 2.738 2.733
H 0.522 0.650 4.087
H -1.921 1.044 -1.044
H -0.311 1.566 -2.684
H -0.325 2.467 0.268
*
```